143
Properties=species:S:1:pos:R:3:forces:R:3:lowdin_charge:R:1 method="wB97M-V/def2-TZVPD" total_energy_ha=-5381.5331 total_charge=0 gap_ev=6.96 lumo_energy_ev=-2.55 smiles="CCCN[C@@]1(CC(=O)F)[C@H](C(F)(F)F)C(=O)O[C@@]1(CCCCCOC)C[C@H]1CO1.COP(=O)(OC)OC.COP(=O)(OC)OC.COP(=O)(OC)OC.COP(=O)(OC)OC.COP(=O)(OC)OC" e_homo_ev=-9.511
C -1.569039 -2.752737 -5.697277 -0.53 -0.03 0.42 -0.109
C -1.538228 -3.815315 -4.550905 0.87 0.43 -0.12 -0.196
C -0.614526 -3.387817 -3.331713 -0.11 -0.95 -0.96 -0.178
N 0.311775 -2.307691 -3.759581 -1.13 -0.51 1.00 0.021
C 0.358961 -1.138018 -2.875060 1.18 0.98 -1.43 -0.296
C -0.827728 -0.144013 -2.985737 -1.49 -0.40 -1.07 0.007
C -2.221173 -0.742474 -2.729904 0.63 0.47 -1.12 -0.440
O -2.533801 -1.241662 -1.731439 -0.61 -1.02 2.07 0.184
F -3.162816 -0.698380 -3.726910 0.95 0.52 -0.06 0.080
C 0.920094 -1.567647 -1.514808 1.71 0.51 1.41 0.016
C 0.716859 -0.750705 -0.215535 0.04 -0.97 1.02 -0.537
F -0.451158 -0.115942 -0.098972 0.26 0.23 -0.32 0.159
F 1.714899 0.118700 0.068233 -0.52 0.23 -0.44 0.132
F 0.760569 -1.629638 0.833303 -0.11 0.08 -0.29 0.108
C 2.504245 -1.526790 -1.715584 -3.59 1.30 -2.74 -0.432
O 3.327348 -1.951096 -1.013917 1.79 -0.88 1.34 0.195
O 2.702361 -0.934892 -2.912415 1.40 -0.78 -0.90 0.039
C 1.553222 -0.291243 -3.557507 0.55 1.66 2.51 -0.293
C 1.778628 1.174731 -2.967615 -2.06 -0.52 -0.21 -0.095
C 1.143866 2.349843 -3.773042 1.01 1.15 0.37 -0.182
C 2.312043 3.167658 -4.459770 0.21 -0.87 1.23 -0.177
C 3.073185 3.990384 -3.365853 -0.12 0.44 -0.18 -0.169
C 2.367756 5.309284 -2.962529 0.16 -0.89 -0.14 -0.255
O 2.838931 6.378751 -3.772396 -0.70 0.01 1.01 -0.192
C 2.226266 7.590314 -3.311188 0.30 0.55 -0.04 -0.100
C 1.585614 -0.243831 -5.092878 2.24 -2.83 -0.63 -0.022
C 2.511672 -1.440702 -5.669104 -1.97 -0.33 -1.71 -0.253
C 2.099843 -1.938569 -7.089619 1.58 1.34 3.17 -0.056
O 3.305209 -1.107561 -6.805829 -1.33 -0.89 0.34 -0.067
H -2.428369 -2.987322 -6.356139 0.61 0.14 0.11 0.078
H -0.618781 -2.734172 -6.261373 -0.54 -0.18 0.21 0.056
H -1.719453 -1.724827 -5.318621 -0.03 -0.57 -0.16 0.045
H -2.549242 -4.086084 -4.200962 0.43 0.15 -0.20 0.103
H -1.056665 -4.707918 -5.000298 -0.56 0.24 0.33 0.097
H -1.182013 -3.158630 -2.414127 0.17 0.18 -0.53 0.105
H -0.005097 -4.289007 -3.095505 -0.37 0.54 0.12 0.118
H 1.222950 -2.756111 -3.817447 0.00 0.62 0.02 0.116
H -0.839355 0.259188 -4.017271 0.15 -0.22 0.56 0.121
H -0.753087 0.712846 -2.292159 0.15 -0.57 -0.29 0.139
H 0.808531 -2.613855 -1.172160 -0.80 0.50 -0.64 0.171
H 1.293789 1.179804 -1.968626 0.71 0.02 -0.38 0.107
H 2.865888 1.293056 -2.840052 -0.53 0.04 -0.14 0.131
H 0.341095 2.077914 -4.477392 0.46 -0.13 0.22 0.103
H 0.696455 3.046375 -3.029918 -0.04 -0.44 -0.48 0.106
H 3.046833 2.395424 -4.775483 -0.45 0.62 -0.51 0.100
H 1.963161 3.794207 -5.295681 0.29 -0.23 0.31 0.118
H 4.103419 4.224086 -3.707024 -0.60 0.02 0.11 0.121
H 3.206207 3.397885 -2.436986 -0.19 0.07 -0.57 0.107
H 2.548079 5.509894 -1.881460 -0.03 0.08 -0.61 0.124
H 1.268435 5.183802 -3.089189 0.39 0.16 0.10 0.121
H 1.940790 7.550557 -2.241229 0.20 -0.16 -0.46 0.088
H 1.303415 7.833711 -3.875507 0.52 -0.10 0.14 0.086
H 2.993510 8.382220 -3.411073 -0.61 -0.24 -0.15 0.091
H 0.602532 -0.427272 -5.557101 0.33 0.49 0.50 0.114
H 2.131868 0.607097 -5.526317 -0.71 0.17 0.57 0.121
H 2.881718 -2.203483 -4.950647 0.19 0.81 -0.68 0.135
H 1.245079 -1.369775 -7.465761 0.44 -0.53 -0.47 0.104
H 2.321931 -2.988937 -7.290506 -0.25 0.50 -0.44 0.106
C -0.953014 -5.244684 6.809452 0.27 -0.65 0.12 -0.127
O -0.832701 -4.387052 5.688464 1.33 0.01 -2.52 -0.287
P 0.363186 -3.184392 5.725746 -2.64 3.37 7.38 0.660
O 0.670194 -3.277098 7.192068 0.69 -0.64 -0.97 -0.274
O -0.783551 -2.046979 5.454998 0.73 -0.46 -1.53 -0.241
C -1.798172 -2.299192 4.469852 -0.50 0.16 0.11 -0.103
O 1.612675 -2.090805 5.414435 -0.20 -2.34 -2.31 -0.245
C 1.723985 -1.594517 4.074262 0.00 0.29 -0.10 -0.133
H -1.622735 -6.063548 6.535977 0.05 0.09 -0.28 0.081
H 0.012681 -5.665534 7.085705 -0.10 0.08 0.24 0.087
H -1.393846 -4.704692 7.646595 0.26 0.14 -0.02 0.096
H -2.667427 -2.750375 4.947722 0.04 -0.12 -0.16 0.081
H -1.438663 -2.950979 3.673799 -0.14 -0.01 -0.02 0.073
H -2.095949 -1.343604 4.037356 0.14 0.03 0.05 0.086
H 1.020192 -0.773587 3.919868 -0.05 -0.07 -0.01 0.075
H 1.533615 -2.381362 3.344051 0.09 0.12 -0.15 0.073
H 2.736910 -1.220266 3.927033 -0.01 -0.05 0.05 0.081
C -2.655902 4.951276 3.419749 -0.31 0.52 0.38 -0.119
O -1.461812 4.189698 3.520668 2.38 -0.09 1.51 -0.280
P -0.107916 4.676849 2.650591 -3.12 0.08 -7.46 0.640
O -0.760727 5.654464 1.720525 0.36 0.14 1.24 -0.273
O 0.016718 3.200604 1.949414 0.69 -0.14 1.39 -0.244
C -0.259436 2.007881 2.694786 -0.17 -0.22 -0.18 -0.112
O 1.465144 5.070676 2.187558 -0.50 -0.27 3.33 -0.237
C 2.531156 4.319715 2.788050 0.27 -0.15 -0.15 -0.122
H -3.338775 4.594419 4.192469 0.22 -0.12 0.07 0.090
H -2.468153 6.010825 3.586894 -0.08 -0.01 -0.21 0.085
H -3.115024 4.791270 2.444721 0.22 0.13 -0.07 0.093
H -1.300552 1.720498 2.543956 0.02 0.00 0.13 0.093
H -0.065103 2.136800 3.759252 -0.08 -0.08 -0.02 0.085
H 0.380852 1.211173 2.315664 0.06 0.13 -0.08 0.065
H 2.657464 3.368544 2.266543 -0.08 0.00 0.04 0.082
H 2.339626 4.134220 3.845244 0.17 -0.04 0.02 0.081
H 3.451191 4.894759 2.697559 -0.10 0.07 -0.01 0.086
C -3.124146 8.144577 0.511026 0.26 -0.64 0.36 -0.118
O -3.722227 8.168573 -0.777753 -1.15 -1.88 -1.85 -0.292
P -2.741110 8.405079 -2.136596 3.77 7.70 3.47 0.680
O -1.550986 8.897517 -1.356503 0.00 -1.33 -0.11 -0.273
O -3.686833 9.676560 -2.574500 -0.94 -1.34 -0.91 -0.249
C -5.112944 9.582224 -2.493855 -0.11 0.29 0.12 -0.118
O -1.864123 8.568215 -3.584163 -1.91 -3.01 -0.45 -0.262
C -2.553072 8.267771 -4.806487 0.07 0.22 -0.23 -0.135
H -3.879929 7.791849 1.215949 -0.15 -0.09 -0.23 0.086
H -2.274218 7.463327 0.546765 0.11 0.20 0.12 0.070
H -2.821105 9.151826 0.794901 0.18 -0.03 -0.25 0.096
H -5.450630 9.976384 -1.534974 -0.03 -0.13 0.00 0.087
H -5.460164 8.555637 -2.609476 -0.09 0.07 0.06 0.081
H -5.541449 10.188812 -3.291890 0.14 -0.01 -0.04 0.086
H -3.151277 9.126231 -5.119091 -0.05 -0.03 0.05 0.082
H -3.197467 7.394676 -4.694940 -0.01 -0.02 -0.19 0.076
H -1.813052 8.056651 -5.577417 0.03 -0.02 0.09 0.082
C -6.356235 -6.071103 5.901488 0.15 -0.16 0.65 -0.126
O -5.762364 -6.692294 4.773945 1.86 -2.29 -0.58 -0.292
P -4.592999 -5.848805 3.882792 -5.72 7.80 -0.89 0.691
O -4.946668 -4.514907 4.496160 0.86 -0.51 1.00 -0.280
O -5.492346 -6.049604 2.522673 1.07 -1.71 -0.12 -0.244
C -6.080136 -7.320856 2.221905 -0.32 0.03 -0.12 -0.114
O -3.398483 -5.060939 2.971640 1.65 -3.37 0.63 -0.263
C -2.672799 -5.873871 2.035823 0.10 0.19 -0.32 -0.127
H -6.921583 -6.836254 6.437273 0.16 -0.19 -0.15 0.088
H -5.603717 -5.662583 6.574483 -0.14 0.21 -0.06 0.086
H -7.042514 -5.291070 5.574229 0.27 0.14 -0.09 0.095
H -7.099925 -7.350768 2.606460 0.07 -0.08 0.07 0.088
H -5.505865 -8.145004 2.644632 -0.12 -0.04 -0.02 0.082
H -6.111362 -7.435374 1.138447 0.09 0.11 0.02 0.087
H -3.250468 -5.991069 1.116419 -0.03 -0.04 0.04 0.083
H -2.448244 -6.855939 2.453403 0.16 -0.01 -0.13 0.079
H -1.733783 -5.374785 1.799133 -0.02 0.01 0.09 0.080
C 7.099924 -6.406043 1.469872 0.63 -0.30 0.04 -0.123
O 6.550075 -5.169212 1.897686 0.73 2.26 1.51 -0.285
P 5.741415 -5.103999 3.371833 -5.62 -5.73 -1.17 0.634
O 5.573423 -6.573170 3.614771 1.06 0.77 0.18 -0.274
O 4.409308 -4.475205 2.652194 0.99 1.22 0.25 -0.246
C 4.532507 -3.522895 1.585175 -0.25 -0.08 -0.19 -0.114
O 5.184404 -4.647192 4.896928 2.81 1.58 -1.08 -0.234
C 5.087342 -3.240556 5.169644 -0.23 0.20 0.14 -0.111
H 7.737368 -6.201081 0.607870 -0.04 0.24 0.09 0.087
H 7.708414 -6.862528 2.248862 -0.17 -0.15 -0.04 0.085
H 6.300683 -7.079539 1.162829 -0.04 0.01 0.27 0.093
H 4.501283 -4.044494 0.629077 0.10 0.10 0.00 0.085
H 5.453955 -2.946046 1.658019 -0.05 0.00 -0.11 0.086
H 3.686093 -2.838346 1.635439 -0.02 -0.08 0.08 0.068
H 4.158281 -2.844444 4.757684 0.04 -0.04 -0.01 0.057
H 5.935457 -2.696151 4.752137 -0.02 0.11 0.10 0.082
H 5.079663 -3.098401 6.248620 0.01 -0.11 -0.03 0.093